(1)
{
  "formula": "C29H27BrCoN9O7",
  "method": "wB97M-V/def2-TZVPD",
  "symbols": ["Co", "O", "C", "O", "C", "C", "N", "N", "C", "C", "O", "O", "H", "H", "H", "C", "O", "C", "C", "C", "Br", "C", "C", "C", "O", "C", "N", "C", "C", "C", "C", "C", "C", "N", "H", "H", "H", "H", "H", "H", "H", "H", "H", "H", "H", "N", "C", "C", "C", "C", "C", "N", "H", "H", "H", "H", "H", "H", "C", "N", "C", "C", "C", "N", "C", "O", "N", "H", "H", "H", "H", "H", "H", "H"],
  "positions_angstrom": [[-0.002, 1.125, 0.880], [0.684, -4.477, 2.160], [-0.584, -4.144, 2.384], [-1.446, -4.954, 2.572], [-0.934, -2.697, 2.243], [-2.228, -2.228, 2.378], [-2.201, -0.914, 2.108], [-0.971, -0.495, 1.807], [-0.185, -1.559, 1.895], [1.270, -1.348, 1.589], [2.023, -2.315, 1.517], [1.594, -0.128, 1.355], [1.256, -3.684, 2.001], [-3.128, -2.756, 2.643], [-2.961, -0.251, 2.112], [-2.644, 2.642, -0.760], [-1.712, 1.549, -0.823], [-1.796, 0.725, -1.905], [-2.706, 0.868, -2.944], [-2.724, -0.062, -3.980], [-3.947, 0.168, -5.386], [-1.879, -1.150, -3.977], [-0.966, -1.305, -2.923], [-0.896, -0.332, -1.921], [0.019, -0.412, -0.894], [-0.202, -2.534, -2.881], [-0.217, -3.421, -3.907], [0.500, -4.457, -3.498], [0.793, -5.675, -4.185], [1.535, -6.597, -3.519], [2.000, -6.352, -2.192], [1.742, -5.168, -1.492], [0.997, -4.238, -2.164], [0.529, -2.982, -1.833], [-3.666, 2.265, -0.778], [-2.474, 3.328, -1.590], [-2.459, 3.131, 0.189], [-3.401, 1.693, -2.971], [-1.919, -1.895, -4.758], [0.903, -0.091, -1.228], [0.422, -5.831, -5.188], [1.784, -7.540, -3.984], [2.580, -7.123, -1.702], [2.102, -5.023, -0.483], [0.637, -2.495, -0.956], [2.429, 0.609, -1.278], [2.227, 2.001, -1.189], [2.866, 2.879, -2.060], [2.620, 4.231, -1.944], [1.752, 4.680, -0.954], [1.155, 3.743, -0.144], [1.363, 2.420, -0.259], [3.135, 0.367, -1.959], [2.651, 0.205, -0.368], [3.556, 2.499, -2.801], [3.110, 4.931, -2.607], [1.545, 5.731, -0.817], [0.469, 4.044, 0.638], [-2.624, 4.081, 3.917], [-1.254, 3.571, 3.805], [-0.293, 3.861, 4.727], [0.963, 3.371, 4.639], [1.256, 2.515, 3.536], [0.318, 2.289, 2.617], [-0.935, 2.770, 2.739], [-1.753, 2.472, 1.850], [2.436, 1.925, 3.377], [-2.679, 4.739, 4.779], [-3.319, 3.254, 4.043], [-2.886, 4.631, 3.017], [-0.602, 4.503, 5.540], [1.703, 3.604, 5.389], [3.152, 2.017, 4.077], [2.519, 1.193, 2.681]],
  "e_above_lowest_kcal_mol": 3.5,
  "s_squared": 6.039,
  "e_tot_ha": -6097.256275,
  "mol_weight_g_mol": 752.43,
  "orbital_gap_ev": [8.25, 5.29],
  "spin_multiplicity": 5,
  "total_charge": 2
}

(2)
{
  "formula": "C2H4NP",
  "method": "wB97M-V/def2-TZVPD",
  "symbols": ["C", "C", "N", "P", "H", "H", "H", "H"],
  "positions_angstrom": [[0.404, -0.080, 0.564], [-0.244, 1.236, 0.797], [0.868, -1.084, 0.242], [0.618, -2.609, -2.486], [-0.478, 1.385, 1.864], [-1.087, 1.243, 0.196], [0.208, 2.040, 0.215], [-0.289, -2.131, -1.390]],
  "e_above_lowest_kcal_mol": 62.2,
  "e_tot_ha": -474.574513,
  "mol_weight_g_mol": 73.03,
  "orbital_gap_ev": [7.37, 7.36]
}

(3)
{
  "formula": "C7H11I2InN2OS",
  "method": "wB97M-V/def2-TZVPD",
  "symbols": ["C", "I", "H", "H", "H", "C", "C", "N", "H", "I", "N", "H", "In", "C", "O", "C", "C", "H", "H", "H", "C", "H", "H", "H", "S"],
  "positions_angstrom": [[1.166, -3.938, -3.522], [2.212, -2.007, -0.558], [2.151, -3.458, -3.310], [0.912, -3.604, -4.538], [1.377, -5.002, -3.365], [-1.601, 2.413, -2.884], [-0.347, 0.887, -1.792], [-1.496, 1.604, -1.767], [-0.179, 2.708, -4.503], [2.192, 1.932, 0.494], [0.276, 1.276, -2.936], [-2.458, 3.045, -3.001], [0.407, -0.178, -0.004], [0.233, -3.484, -2.494], [-0.870, -3.895, -2.451], [-0.489, 2.223, -3.609], [1.601, 0.949, -3.406], [2.362, 1.484, -2.816], [1.678, 1.276, -4.456], [1.819, -0.122, -3.346], [-2.510, 1.649, -0.748], [-3.488, 1.637, -1.252], [-2.453, 2.591, -0.172], [-2.448, 0.786, -0.049], [-1.525, -1.066, 1.129]],
  "e_tot_ha": -1641.772662,
  "mol_weight_g_mol": 539.87,
  "orbital_gap_ev": [2.54, 2.53],
  "total_charge": -2
}

(4)
{
  "formula": "Cl2HN3",
  "method": "wB97M-V/def2-TZVPD",
  "symbols": ["N", "N", "N", "Cl", "Cl", "H"],
  "positions_angstrom": [[0.141, -0.377, 0.531], [1.518, 0.621, -0.543], [-0.893, 0.103, 0.323], [2.888, 0.073, -0.067], [-2.207, -1.315, -0.330], [-1.446, 0.896, 0.086]],
  "e_above_lowest_kcal_mol": 71.8,
  "e_tot_ha": -1084.996924,
  "mol_weight_g_mol": 113.94,
  "orbital_gap_ev": [7.41, 7.43]
}